(1)
{
  "formula": "C9H11N",
  "method": "ωB97M-V/def2-TZVPD",
  "smiles": "Cc1cc2c(n1C)=CCC=2",
  "total_energy_ha": -404.17490,
  "de_lowest_kj_mol": 197.34,
  "species": ["C", "C", "C", "C", "C", "N", "C", "C", "C", "C", "H", "H", "H", "H", "H", "H", "H", "H", "H", "H", "H"],
  "coordinates": [[1.88915, -1.96422, -0.35017], [0.84698, -0.91845, -0.50560], [-0.08260, -0.93465, -1.51727], [-1.01535, 0.14073, -1.24802], [-0.66885, 0.60199, 0.10400], [0.43946, -0.05555, 0.56515], [1.07327, -0.00186, 1.80883], [-1.51422, 1.78937, 0.42058], [-2.40025, 1.93502, -0.70108], [-1.99566, 0.92973, -1.77153], [2.84779, -1.40472, -0.12109], [1.83410, -2.39395, -1.26855], [1.64447, -2.81988, 0.34639], [-0.11445, -1.52462, -2.44524], [2.13424, 0.32206, 1.72742], [0.84014, 0.80355, 2.49711], [0.84148, -0.98512, 2.24947], [-1.64244, 2.02903, 1.40550], [-2.48641, 2.91332, -1.20193], [-3.45130, 1.54318, -0.24436], [-2.65709, 0.82386, -2.71359]],
  "lowdin_charge": [-0.035, -0.251, 0.008, -0.208, -0.139, -0.088, -0.057, -0.043, -0.267, -0.044, 0.107, 0.029, 0.110, 0.116, 0.103, 0.088, 0.106, 0.045, 0.116, 0.177, 0.127]
}


(2)
{
  "formula": "C6H17N2",
  "method": "ωB97M-V/def2-TZVPD",
  "smiles": "CCN(CC)CC[NH3+]",
  "total_energy_ha": -348.06102,
  "total_charge": 1,
  "de_lowest_kj_mol": 78.30,
  "species": ["C", "C", "N", "C", "C", "C", "C", "N", "H", "H", "H", "H", "H", "H", "H", "H", "H", "H", "H", "H", "H", "H", "H", "H", "H"],
  "coordinates": [[-1.36546, -0.33678, -1.89889], [-0.89070, -1.20226, -0.72967], [-0.03177, -0.48715, 0.20676], [1.21844, -1.14939, 0.54895], [2.23970, -1.02959, -0.56553], [-0.74026, 0.13949, 1.31445], [-0.59699, 1.67509, 1.29224], [0.06536, 2.09265, 0.01179], [-0.53680, 0.14342, -2.42865], [-2.05995, 0.45291, -1.55623], [-1.93243, -0.95330, -2.58587], [-0.31129, -2.01392, -1.16877], [-1.74902, -1.68719, -0.27040], [1.60273, -0.74308, 1.49286], [1.06228, -2.20320, 0.80350], [3.24762, -1.34650, -0.30596], [1.93063, -1.63691, -1.41698], [2.25050, -0.00350, -0.93350], [-0.37333, -0.24787, 2.25687], [-1.80171, -0.08457, 1.25436], [0.02616, 2.07484, 2.08900], [-1.54112, 2.22147, 1.34896], [0.93724, 1.56727, -0.10317], [-0.51309, 1.84922, -0.79595], [0.31676, 3.08152, -0.00078]],
  "lowdin_charge": [-0.077, -0.232, -0.224, -0.250, -0.069, -0.147, -0.094, 0.185, 0.076, 0.074, 0.081, 0.117, 0.121, 0.121, 0.127, 0.085, 0.077, 0.061, 0.125, 0.126, 0.129, 0.133, 0.143, 0.137, 0.175]
}


(3)
{
  "formula": "C7H8N4O2P",
  "method": "ωB97M-V/def2-TZVPD",
  "total_energy_ha": -981.93125,
  "total_charge": 1,
  "de_lowest_kj_mol": 0.00,
  "species": ["C", "C", "C", "C", "C", "C", "C", "N", "N", "N", "N", "O", "O", "P", "H", "H", "H", "H", "H", "H", "H", "H"],
  "coordinates": [[-0.54449, -4.57167, -2.00939], [0.96132, -3.02206, -0.88483], [-1.10538, -2.20589, -1.86629], [1.28670, -1.73811, -0.50885], [-0.78386, -0.92457, -1.48104], [-0.22972, -3.25850, -1.57961], [0.42483, -0.67531, -0.81796], [-0.78519, -5.63072, -2.37086], [0.86505, 0.56687, -0.46901], [-0.66093, 1.21142, 3.32071], [-0.13300, 1.28074, 2.18316], [-1.34412, 2.09807, 3.83284], [-0.42066, 2.48409, 1.58243], [0.55325, 2.05039, -0.54817], [1.62377, -3.84303, -0.65989], [-2.02445, -2.40813, -2.39562], [2.20704, -1.53287, 0.01494], [-1.44696, -0.09771, -1.69871], [-0.48226, 0.32764, 3.82869], [-0.96705, 2.99753, 2.25397], [1.62632, 2.79868, -0.12015], [-0.53132, 2.79245, -1.02394]],
  "lowdin_charge": [-0.168, 0.008, 0.002, 0.015, 0.001, -0.200, -0.343, 0.204, -0.177, -0.162, 0.011, 0.007, -0.152, 1.074, 0.132, 0.132, 0.125, 0.117, 0.210, 0.134, 0.018, 0.013]
}


(4)
{
  "formula": "C5H10N2O",
  "method": "ωB97M-V/def2-TZVPD",
  "total_energy_ha": -381.13070,
  "de_lowest_kj_mol": 406.27,
  "species": ["C", "C", "C", "C", "C", "N", "N", "O", "H", "H", "H", "H", "H", "H", "H", "H", "H", "H"],
  "coordinates": [[0.37749, -0.77584, 0.10797], [-0.50168, 1.79445, -0.54646], [-0.86871, -0.70434, 0.59367], [1.76947, 2.47461, -0.38328], [-1.25139, -3.05205, 0.48643], [1.23441, 0.27041, -0.10233], [0.74358, 1.44328, -0.33786], [-1.69886, -1.77090, 0.84131], [0.83618, -1.72664, -0.12217], [-1.26248, 1.07085, -0.73911], [-0.68355, 2.81677, -0.82550], [-1.32702, 0.17271, 1.01462], [2.73187, 1.98563, -0.25020], [1.74770, 2.98817, -1.34347], [1.61161, 3.19823, 0.41520], [-2.10616, -3.71411, 0.62078], [-0.42803, -3.38209, 1.12936], [-0.92444, -3.08913, -0.55896]],
  "lowdin_charge": [-0.155, 0.008, -0.166, -0.022, -0.116, 0.012, -0.298, -0.139, 0.098, 0.054, 0.068, 0.109, 0.087, 0.092, 0.093, 0.090, 0.095, 0.090]
}


(5)
{
  "formula": "C3H7N3",
  "method": "ωB97M-V/def2-TZVPD",
  "smiles": "[H]/N=C(/N)N1CC1",
  "total_energy_ha": -282.71312,
  "de_lowest_kj_mol": 160.51,
  "species": ["H", "N", "C", "N", "N", "C", "C", "H", "H", "H", "H", "H", "H"],
  "coordinates": [[-1.61256, 0.43882, 1.45673], [-0.94366, 1.15858, 1.22176], [-0.18638, 0.75156, 0.22520], [0.79436, 1.64061, -0.24947], [-0.16959, -0.44881, -0.48992], [-0.41842, -1.61478, 0.16179], [0.79363, -1.41944, -0.81165], [0.95852, 1.51757, -1.25763], [0.55057, 2.63572, 0.01651], [-0.15163, -1.78389, 1.27312], [-1.18735, -2.33422, -0.20138], [0.71684, -1.78046, -1.85172], [1.82488, -1.45018, -0.26419]],
  "lowdin_charge": [0.018, 0.103, -0.513, 0.083, -0.126, -0.163, -0.098, 0.092, 0.116, 0.139, 0.107, 0.103, 0.139]
}


(6)
{
  "formula": "C6H9ClO6Y",
  "method": "ωB97M-V/def2-TZVPD",
  "total_energy_ha": -1183.63364,
  "total_charge": -1,
  "de_lowest_kj_mol": 1850.83,
  "species": ["Y", "C", "C", "O", "O", "H", "H", "H", "C", "C", "O", "O", "H", "H", "H", "C", "C", "O", "O", "H", "H", "H", "Cl"],
  "coordinates": [[8.34068, 36.07269, -28.52483], [11.52719, 29.76210, -29.22226], [10.85823, 31.12049, -29.12886], [10.38441, 31.54724, -28.07312], [10.72768, 31.89029, -30.11376], [12.53761, 29.68233, -28.82128], [11.47822, 29.47103, -30.27154], [10.80305, 29.13843, -28.69809], [6.95626, 40.96900, -33.30363], [6.93020, 39.81045, -32.29656], [6.57942, 39.84138, -31.11693], [7.47656, 38.76082, -32.65456], [7.77595, 41.66601, -33.12934], [5.96952, 41.43169, -33.28435], [7.14923, 40.51453, -34.27539], [5.46746, 38.10905, -22.48027], [6.06643, 37.65262, -23.75872], [7.22317, 37.88571, -24.00336], [5.51313, 37.01031, -24.66253], [6.00352, 38.93278, -22.00886], [5.72600, 37.27761, -21.82455], [4.38538, 38.09363, -22.61048], [12.31730, 38.58991, -28.83693]],
  "lowdin_charge": [1.399, -0.018, -0.781, -0.032, -0.028, 0.075, 0.068, 0.071, -0.011, -0.775, -0.004, 0.010, 0.076, 0.070, 0.067, -0.010, -0.828, 0.038, 0.005, 0.085, 0.080, 0.081, -0.637]
}